Entry from the Open Molecules 2025 dataset: a 21-piece molecular cluster, C35H58Cl41F5N3 overall (the ωB97M-V functional and the def2-TZVPD basis).

Summary:
LUMO   -4.2703 eV
Gap between HOMO and LUMO   6.7 eV
E_HOMO   -10.96 eV
Total charge   +1
Maximum force   0.0981 Eh/bohr
E   -20899.0680 Ha

Structure (XYZ):
```
142
Properties=species:S:1:pos:R:3:forces:R:3
N 2.9784 -3.0000 0.8450 -1.753 1.187 -3.061
C 2.3047 -2.6079 -0.3119 0.897 -0.448 0.642
N 3.0276 -2.8131 -1.6245 -1.374 0.626 2.337
C 2.9763 -1.5745 -2.5148 -1.241 0.440 -1.790
C 2.2343 -0.2814 -1.8418 -0.537 0.441 -0.260
C 3.1550 0.6360 -0.8531 0.669 0.744 0.236
C 4.7368 0.2268 -0.7636 0.698 0.940 0.699
C 5.6744 0.9397 -1.9516 -1.192 -0.087 1.385
Cl 7.3894 1.0863 -1.1690 -1.416 -0.291 -1.196
C 0.7919 -0.7731 -1.1556 0.078 0.624 -2.727
C -0.0640 0.4753 -0.4989 -1.234 0.500 1.071
F 0.2195 1.7836 -1.1986 -0.228 -3.753 2.075
F 0.3030 0.5816 0.9611 -0.693 0.158 -4.055
C -1.6916 0.2829 -0.5407 -4.845 -0.293 0.827
C -2.5718 0.4979 0.8638 -1.991 -0.646 -2.666
C -4.2320 0.3698 0.9160 1.386 -0.675 -3.664
C -5.1069 0.0085 -0.4239 4.600 0.444 -0.115
C -4.2477 -0.2087 -1.8421 1.375 0.636 2.930
C -5.1798 -0.5243 -3.1774 -1.084 1.286 0.587
F -4.5894 -0.0445 -4.4499 -1.999 -2.223 4.062
F -5.6489 -1.9517 -3.2289 1.683 4.647 -0.415
F -6.4350 0.2930 -2.9778 3.641 -2.780 -0.994
C -2.5866 -0.0776 -1.8858 -1.743 0.537 2.568
N 0.9405 -1.9604 -0.2312 2.149 -0.790 -0.359
H 3.8639 -3.5810 0.7617 -1.177 0.990 -0.238
H 2.6983 -2.6855 1.8081 -0.207 -0.525 -1.468
H 2.6680 -3.6357 -2.1637 0.234 0.879 0.921
H 4.0492 -1.3558 -2.9576 -2.290 -0.411 1.460
H 2.3103 -1.8918 -3.4534 1.479 0.917 2.011
H 1.9020 0.4220 -2.7474 0.719 -1.720 1.957
H 3.1224 1.7544 -1.2685 -0.037 -2.472 0.965
H 2.7611 0.7160 0.2617 0.542 -0.403 -2.422
H 5.1448 0.7075 0.2509 -1.006 -1.110 -2.361
H 4.9492 -0.9276 -0.6607 -0.502 2.203 -0.493
H 5.3017 2.0534 -2.0612 0.818 -2.369 -0.017
H 5.6838 0.3314 -2.9511 0.448 1.544 2.384
H 0.1414 -1.1525 -2.0818 1.293 1.092 2.054
H -2.0683 0.7948 1.9005 -1.017 -0.909 -2.877
H -4.8523 0.5564 1.9189 1.848 -0.475 -2.426
H -6.2968 -0.0694 -0.3942 3.023 0.186 -0.149
H -2.0665 -0.2155 -2.9322 -1.316 0.353 2.496
H 0.2031 -2.6821 -0.4841 1.333 0.957 0.664
C -0.4352 -2.6157 -5.4053 -0.278 -0.299 -0.291
Cl 1.0178 -3.5105 -4.9433 0.007 -0.223 -0.063
Cl -0.5391 -1.0794 -4.5369 0.098 0.085 -0.309
H -0.4036 -2.4160 -6.4791 0.127 -0.010 0.495
H -1.3149 -3.2188 -5.1679 0.264 0.174 0.046
C -0.8231 1.8998 4.8624 0.369 0.218 0.072
Cl -1.0116 0.3812 5.7476 0.087 -0.007 0.068
Cl -2.1418 2.1314 3.7082 0.181 0.358 0.331
H -0.8236 2.7289 5.5742 -0.137 -0.262 -0.171
H 0.1252 1.8799 4.3199 -0.298 -0.100 0.083
C 6.0200 -1.3818 -5.9399 0.373 -0.520 -0.407
Cl 6.2804 -2.9524 -5.1714 -0.563 -0.089 -0.107
Cl 5.0188 -0.3356 -4.9259 -0.174 0.096 -0.756
H 6.9874 -0.9002 -6.1018 -0.483 -0.329 0.266
H 5.5184 -1.5337 -6.8987 0.031 0.068 0.304
C 3.1430 -6.1551 -0.3567 -0.381 -0.273 -0.014
Cl 4.7841 -5.6269 0.0343 0.085 0.143 0.122
Cl 3.1452 -7.2846 -1.7165 -0.095 0.193 0.139
H 2.7111 -6.6502 0.5165 0.197 0.073 -0.223
H 2.5416 -5.2817 -0.6206 0.204 -0.287 0.004
C 6.2014 2.2621 -7.3804 -0.609 0.103 -0.262
Cl 5.7805 1.7164 -9.0084 -0.111 -0.166 -0.045
Cl 7.4798 1.2592 -6.6839 0.302 0.609 -0.084
H 6.5485 3.2969 -7.4307 -0.316 -0.867 -0.356
H 5.3149 2.2008 -6.7444 0.213 -0.142 -0.142
C 7.8769 5.9860 -7.0803 0.278 0.495 -0.053
Cl 7.6884 4.4673 -6.1952 0.849 0.917 0.777
Cl 6.5582 6.2175 -8.2346 0.797 0.237 0.116
H 7.8764 6.8150 -6.3686 -0.123 -0.281 -0.154
H 8.8252 5.9660 -7.6229 -0.297 -0.136 0.114
C 9.9964 -4.0399 -4.0595 0.360 -0.087 -0.166
Cl 9.3250 -2.4632 -4.4936 0.555 0.128 0.054
Cl 8.8980 -4.9284 -2.9969 0.021 -0.096 0.014
H 10.1576 -4.6210 -4.9707 -0.175 0.167 0.237
H 10.9481 -3.8914 -3.5434 -0.342 0.021 -0.052
C 1.3646 -2.7376 6.5080 -0.141 -0.197 0.193
Cl 1.7096 -2.6967 4.7746 0.015 -0.069 -0.343
Cl 2.3714 -1.5786 7.3845 -0.071 -0.083 -0.021
H 0.3130 -2.4874 6.6674 0.594 -0.024 -0.398
H 1.5664 -3.7423 6.8872 0.048 0.279 -0.160
C -2.2570 -2.6771 8.3016 -0.418 0.085 0.325
Cl -0.6159 -2.1489 8.6926 -0.361 0.217 0.649
Cl -2.2548 -3.8067 6.9418 -0.046 -0.015 -0.078
H -2.6889 -3.1722 9.1748 0.241 0.103 -0.286
H -2.8584 -1.8037 8.0377 0.235 -0.205 0.007
C 3.7430 7.0609 -5.5708 -0.368 0.027 0.084
Cl 5.3841 7.5890 -5.1798 -0.032 0.116 0.189
Cl 3.7452 5.9313 -6.9306 -0.578 -0.059 0.240
H 3.3111 6.5658 -4.6977 0.232 0.074 -0.239
H 3.1416 7.9342 -5.8347 0.265 -0.216 -0.021
C -8.9800 -2.5187 -2.5175 0.188 0.106 -0.361
Cl -8.7196 -4.0894 -1.7490 0.072 -0.022 -0.082
Cl -9.9812 -1.4726 -1.5034 0.015 0.103 -0.052
H -8.0126 -2.0372 -2.6794 -0.287 -0.148 0.160
H -9.4816 -2.6706 -3.4763 0.033 -0.007 0.341
C 5.1074 3.1338 2.5228 0.065 0.154 0.404
Cl 4.0814 3.4168 1.1112 -0.099 0.096 0.036
Cl 6.2875 1.8564 2.2058 0.044 0.114 0.251
H 5.6390 4.0568 2.7669 -0.097 -0.265 -0.193
H 4.4787 2.8362 3.3655 0.129 0.004 -0.306
C -6.6449 2.5750 3.6783 -0.282 0.318 0.126
Cl -7.0657 2.0293 2.0503 -0.229 0.050 -0.085
Cl -5.3664 1.5721 4.3748 -0.077 -0.024 0.071
H -6.2977 3.6098 3.6280 -0.036 -0.394 -0.111
H -7.5313 2.5137 4.3143 0.246 -0.097 -0.213
C -9.9814 0.2311 4.4272 -0.336 -0.107 -0.270
Cl -8.5284 -0.6638 4.8891 0.035 -0.061 -0.070
Cl -10.0853 1.7674 5.2956 -0.055 0.029 -0.051
H -9.9498 0.4308 3.3534 0.123 0.005 0.305
H -10.8611 -0.3720 4.6646 0.271 0.180 0.063
C -9.8537 -1.6605 8.4722 -0.002 -0.172 -0.328
Cl -8.6699 -1.7222 9.7837 0.075 -0.099 -0.056
Cl -11.1378 -0.4990 8.8285 -0.038 -0.026 -0.130
H -9.3485 -1.3609 7.5508 -0.094 0.032 0.314
H -10.2957 -2.6517 8.3451 0.086 0.277 0.178
C -0.4828 -2.9192 -9.5540 0.211 -0.002 -0.430
Cl -0.2224 -4.4899 -8.7856 0.060 0.010 -0.032
Cl -1.4841 -1.8731 -8.5400 -0.138 0.208 -0.268
H 0.4846 -2.4377 -9.7160 -0.262 -0.127 0.161
H -0.9845 -3.0711 -10.5128 0.029 0.009 0.344
C 4.5016 4.0327 -11.8447 -0.225 -0.270 -0.020
Cl 4.8034 4.8949 -13.3582 -0.048 -0.113 -0.022
Cl 5.0151 4.9931 -10.4522 -0.203 -0.273 -0.248
H 3.4319 3.8267 -11.7598 0.273 0.173 -0.036
H 5.0588 3.0928 -11.8535 -0.025 0.328 0.024
C -7.4493 5.4537 6.5723 -0.074 0.269 0.359
Cl -8.4752 5.7366 5.1607 -0.025 0.021 0.039
Cl -6.2691 4.1762 6.2553 0.087 0.140 0.399
H -6.9177 6.3766 6.8164 -0.099 -0.266 -0.182
H -8.0780 5.1561 7.4151 0.145 -0.028 -0.303
C -1.0259 0.2868 11.8549 0.401 0.128 0.172
Cl -1.2145 -1.2318 12.7400 0.035 0.067 -0.015
Cl -2.3447 0.5183 10.7006 0.033 0.200 -0.137
H -1.0264 1.1159 12.5666 -0.138 -0.256 -0.182
H -0.0777 0.2669 11.3123 -0.320 -0.095 0.048
C -5.0403 -1.7071 11.7279 0.018 0.434 0.164
Cl -5.0461 -2.9090 10.4315 -0.075 0.019 -0.113
Cl -5.0009 -2.4840 13.3154 -0.001 0.110 -0.036
H -4.1575 -1.0722 11.6204 -0.220 -0.337 0.060
H -5.9443 -1.0979 11.6522 0.150 -0.288 0.005
```
Forces are in eV/Å.

Löwdin atomic charge list, values in e, 2 entries: 0.242, -0.142